Entry 1:
The following is a DFT calculation (wB97M-V/def2-TZVPD) of a molecular structure, C20H25CaN9O2 in a non-equilibrium geometry.

Each line ends with the Mulliken charge.
Atoms and positions in Å:
Ca1 0.12000 -1.85828 -0.07159  2.024
N1 -3.40442 0.30108 -2.26854  0.024
C1 -2.38301 -0.52416 -2.10861  -0.405
N2 -2.00218 -1.04222 -0.96885  -0.439
C2 -2.77028 -0.73583 0.17856  0.497
N3 -2.62719 -1.33839 1.31694  -1.013
N4 -1.54211 -2.23166 1.34744  0.181
C3 -1.63919 -3.34960 1.93365  -0.473
C4 -0.43415 -4.25599 1.92809  0.824
C5 -0.46590 -5.43994 2.62714  -0.911
C6 0.65326 -6.26761 2.59955  -0.251
C7 1.75507 -5.88137 1.86695  -0.790
C8 1.70295 -4.67687 1.18268  -0.129
N5 0.64326 -3.86565 1.20165  -0.355
C9 -3.81526 0.29148 0.08298  0.567
C10 -4.51834 0.76165 1.19415  -0.367
C11 -5.51811 1.69576 1.03347  -0.824
C12 -5.83591 2.16712 -0.24498  -0.384
C13 -5.15334 1.71563 -1.35307  -0.939
C14 -4.14256 0.77960 -1.16992  0.337
H1 -3.62943 0.61806 -3.20057  0.251
H2 -1.82989 -0.76910 -3.00779  0.416
H3 -2.56201 -3.68510 2.40475  0.390
H4 -1.34909 -5.71350 3.19026  0.419
H5 0.65475 -7.20289 3.14447  0.445
H6 2.64441 -6.49354 1.81515  0.396
H7 2.54841 -4.34689 0.59137  0.512
H8 -4.27183 0.36973 2.17098  0.498
H9 -6.06498 2.05884 1.89304  0.429
H10 -6.62744 2.89369 -0.37318  0.421
H11 -5.39992 2.07999 -2.34350  0.399
N6 0.91319 -0.13247 1.53714  -0.640
C15 1.56909 0.88569 0.66182  0.734
C16 3.01239 1.15123 1.08729  -1.232
C17 3.82012 2.06899 0.17344  -0.613
C18 3.12478 3.40585 -0.10169  -1.117
N7 2.34625 3.36137 -1.34726  -0.170
C19 2.87416 3.49523 -2.55775  0.768
N8 2.27383 2.88767 -3.58218  -0.322
N9 3.96931 4.22811 -2.76430  -0.359
C20 1.46833 0.40463 -0.79246  0.328
O1 1.13903 1.20398 -1.67504  -0.916
O2 1.67614 -0.85817 -0.96114  -0.984
H12 0.42234 0.30968 2.30845  0.252
H13 1.64209 -0.69928 1.96900  0.247
H14 0.97849 1.79980 0.72310  0.387
H15 3.53240 0.19181 1.16069  0.567
H16 2.98027 1.56653 2.09939  0.392
H17 4.01217 1.57003 -0.78101  0.402
H18 4.79706 2.23628 0.62660  0.432
H19 3.80982 4.24964 -0.10547  0.352
H20 2.40728 3.63494 0.68687  0.512
H21 1.58429 2.67603 -1.31061  0.364
H22 1.62840 2.13385 -3.39084  0.257
H23 2.60855 2.99757 -4.52408  0.198
H24 4.34157 4.81570 -2.04023  0.191
H25 4.33309 4.36125 -3.69242  0.216

Forces on the atoms, in the same order (eV/Å):
Ca -0.2 -1.1 -0.3
N -0.2 0.1 0.0
C 0.2 -0.1 0.2
N -0.3 0.2 0.4
C -0.1 -0.1 0.2
N 0.5 -0.6 -0.1
N -1.3 0.4 0.3
C 0.4 -0.4 0.1
C -0.4 0.6 -0.1
C 0.0 -0.2 0.2
C -0.1 -0.1 0.1
C 0.1 0.0 0.0
C -0.1 0.2 -0.1
N -0.3 -0.4 0.3
C 0.1 -0.2 0.1
C 0.0 0.0 0.1
C 0.0 0.0 -0.1
C -0.1 0.1 0.1
C 0.0 0.0 0.0
C 0.0 0.1 -0.5
H 0.0 0.0 0.1
H 0.0 0.0 0.0
H 0.0 0.0 0.1
H 0.0 0.0 0.0
H 0.0 0.0 0.0
H 0.0 0.0 0.0
H 0.0 0.0 0.0
H 0.0 0.0 0.0
H 0.0 0.0 0.0
H 0.0 0.0 0.0
H 0.0 0.0 0.0
N 0.4 0.2 -0.2
C -0.2 0.0 0.2
C 0.1 -0.1 0.1
C 0.0 0.0 0.0
C -0.2 0.3 -0.2
N 0.5 0.7 0.4
C -0.1 0.0 0.2
N 0.0 0.0 -0.3
N 0.1 0.0 -0.1
C 0.3 -1.2 0.1
O -0.5 -0.8 -0.2
O 1.1 2.1 -0.7
H 0.0 0.0 -0.1
H 0.0 0.1 0.1
H 0.0 0.0 0.1
H 0.0 0.0 0.0
H 0.0 0.0 0.0
H 0.0 0.0 0.0
H 0.0 0.0 0.1
H 0.1 0.0 -0.1
H 0.1 0.1 0.1
H 0.0 0.2 -0.2
H 0.0 0.0 0.1
H 0.0 0.1 0.0
H 0.0 0.0 0.0
H 0.0 0.0 0.0

Calculated values
- E_HOMO: -13.558 eV
- Net charge: +2
- Lowest unoccupied orbital energy: -5.552 eV
- Energy relative to the best compared isomer or geometry (same formula, charge and spin): 0.4474 eV



Entry 2:
The following is a DFT calculation (wB97M-V/def2-TZVPD) of 3 unconnected molecules or ions with the total composition C24H35B2Cl2FN2O10P2 in a non-equilibrium geometry.

Each line ends with the Mulliken charge.
Atoms and positions in Å:
C1 2.63050 4.02860 2.64351  -0.722
C2 1.31453 4.23654 2.06976  -0.399
C3 0.98044 3.61263 0.63740  -0.136
C4 0.71279 1.98647 0.82310  0.367
O1 -0.56204 1.89471 1.34774  -0.057
C5 -1.38019 0.74925 1.52673  0.253
C6 -2.51063 1.47757 2.47447  -0.969
B1 -2.98291 2.91225 1.80238  1.054
O2 -4.04941 3.06898 0.85210  -0.576
O3 -2.30844 4.14105 2.22878  -0.544
C7 -2.07606 0.42784 0.12899  -0.459
C8 -3.54192 -0.06573 -0.00230  0.202
O4 -4.56981 0.15957 0.63602  -0.444
F1 -3.78947 -0.91065 -1.16179  -0.328
C9 -0.68601 -0.53568 2.26448  0.950
C10 -0.51483 -0.31142 3.85917  -1.052
C11 0.10047 -1.48442 4.72049  0.429
O5 -0.40551 -2.55781 5.06219  -0.455
Cl1 1.79602 -1.18715 5.43373  -0.204
N1 0.48706 -1.05918 1.53638  -0.008
C12 1.84713 -0.81706 2.03248  -0.779
P1 2.73178 -2.50133 2.32100  0.916
O6 1.84817 -3.53736 3.01045  -0.591
O7 4.17071 -2.11761 3.13273  -0.533
O8 3.10677 -3.15024 0.76047  -0.539
P2 -1.83467 -2.11544 2.26422  -0.034
O9 -3.44638 -1.71965 2.65118  -0.540
Cl2 -1.91740 -2.95468 0.28743  -0.242
B2 1.14031 1.42354 -0.63625  0.262
N2 2.59504 1.06518 -0.88112  -0.497
O10 0.28012 1.28213 -1.79543  -0.675
H1 3.49054 4.63374 2.17212  0.255
H2 2.78724 3.33662 3.54136  0.231
H3 0.52922 4.82068 2.65989  0.259
H4 0.00575 4.02722 0.17343  0.283
H5 1.86981 3.72415 -0.08669  0.195
H6 1.52517 1.74321 1.61657  -0.533
H7 -3.37246 0.80424 2.75765  0.111
H8 -2.04289 1.83860 3.47253  0.360
H9 -4.84828 3.35088 1.36485  0.291
H10 -2.01769 4.56678 1.39362  0.280
H11 -1.38452 -0.32015 -0.42162  0.462
H12 -1.98477 1.38626 -0.51473  0.319
H13 -1.51300 -0.07054 4.39187  0.565
H14 0.13504 0.63087 3.99566  0.412
H15 0.45117 -2.09219 1.39525  0.235
H16 2.01039 -0.08083 2.87982  0.377
H17 2.46921 -0.38509 1.14923  0.234
H18 4.29910 -1.13618 3.16890  0.352
H19 2.21393 -3.17701 0.33069  0.367
H20 -3.59461 -1.88109 3.61227  0.374
H21 2.66626 0.37217 -1.63618  0.191
H22 3.14361 1.91460 -1.06475  0.252
H23 -0.21288 2.12009 -1.97480  0.315
C13 3.22779 3.98330 -3.55056  -0.380
C14 2.94002 2.64944 -3.82424  0.006
C15 3.59681 1.99383 -4.86099  -0.635
C16 4.53883 2.67352 -5.62730  -0.378
C17 4.81987 4.00989 -5.35941  -0.430
C18 4.16599 4.66461 -4.32048  -0.475
H24 2.72016 4.49281 -2.73759  0.332
H25 2.20391 2.12062 -3.22895  0.621
H26 3.37474 0.95303 -5.07205  0.370
H27 5.05287 2.16210 -6.43388  0.360
H28 5.55007 4.54157 -5.96064  0.361
H29 4.38692 5.70575 -4.11040  0.366
C19 -2.34056 -5.60284 -2.40255  -0.134
C20 -3.51472 -5.16223 -1.80021  0.077
C21 -4.70408 -5.85481 -2.00366  -0.651
C22 -4.72024 -6.98647 -2.81355  -0.313
C23 -3.54772 -7.42180 -3.42330  -0.405
C24 -2.35760 -6.73138 -3.21689  -0.422
H30 -1.41185 -5.06635 -2.23836  0.327
H31 -3.50285 -4.27848 -1.17091  0.161
H32 -5.61879 -5.51287 -1.53111  0.355
H33 -5.64685 -7.52814 -2.97030  0.352
H34 -3.56123 -8.30078 -4.05955  0.351
H35 -1.44296 -7.07224 -3.69049  0.345

Forces on the atoms, in the same order (eV/Å):
C -1.6 0.6 -1.1
C 1.5 -0.5 0.2
C 0.0 0.9 0.2
C 2.8 1.5 0.0
O -0.4 0.0 0.2
C -2.1 0.7 1.5
C 0.2 0.3 0.9
B 0.0 1.1 0.1
O 0.6 -0.1 1.9
O -0.5 -2.2 -1.5
C 1.5 -0.7 -1.7
C -4.1 -0.4 0.8
O 4.4 -0.5 -1.9
F 1.4 1.7 1.8
C -1.6 0.0 -0.6
C 0.3 1.1 0.5
C -1.0 -3.5 1.2
O 1.4 4.6 -1.6
Cl -1.2 0.3 -0.6
N 0.0 -0.3 0.6
C 2.5 0.3 -1.4
P -0.6 -1.9 1.1
O 2.0 2.6 -1.4
O -2.1 0.2 -1.8
O -1.0 2.0 2.2
P -0.6 -1.4 1.2
O 1.5 0.3 -0.3
Cl -0.1 1.2 1.0
B 0.5 -0.7 -1.4
N -1.9 0.1 0.5
O 0.7 1.4 1.5
H -0.8 -2.5 -0.1
H -0.3 2.5 -0.3
H 0.3 -2.4 -0.4
H 1.6 -0.4 0.6
H -1.2 0.0 1.0
H -1.3 0.0 -1.4
H 0.9 0.6 -0.7
H -0.3 -0.7 -1.7
H 0.8 -0.2 -0.9
H -0.6 0.1 0.8
H -1.4 1.1 0.7
H -0.5 -1.5 1.2
H 1.5 -0.5 -1.1
H -0.9 -1.5 -0.1
H -0.7 1.0 0.2
H -0.6 -1.2 -0.8
H -0.9 -0.4 1.4
H -0.2 -1.1 -0.1
H 1.0 -0.3 0.3
H 0.3 -0.1 -1.0
H 0.2 0.9 0.1
H 0.0 -0.8 0.1
H 0.2 -1.2 0.4
C 0.1 -0.1 -0.1
C 0.0 0.1 -0.1
C 0.1 0.1 0.0
C -0.1 0.0 0.1
C -0.1 0.0 0.0
C 0.0 -0.1 0.0
H 0.0 0.0 -0.1
H 0.0 0.0 -0.1
H 0.0 0.1 0.0
H 0.0 0.0 0.1
H -0.1 0.0 0.1
H 0.0 -0.1 0.0
C -0.1 -0.1 0.0
C 0.0 0.0 0.0
C 0.1 -0.1 -0.1
C 0.1 0.1 0.0
C 0.0 0.0 0.0
C -0.1 0.0 0.0
H -0.1 0.0 0.0
H -0.1 -0.2 -0.1
H 0.1 0.0 0.0
H 0.1 0.0 0.0
H 0.0 0.1 0.1
H -0.1 0.0 0.0

Calculated values
- E_HOMO: -8.369 eV
- Lowest unoccupied orbital energy: -0.776 eV



Entry 3:
The following is a DFT calculation (wB97M-V/def2-TZVPD) of a single C8H15PS molecule in a non-equilibrium geometry.

Each line ends with the Löwdin spin population.
Atoms and positions in Å:
C1 1.36170 0.53971 -0.31146  0.106
C2 0.69630 1.07676 -1.28248  0.652
C3 0.75946 0.15900 1.09065  0.078
C4 0.69785 1.62215 -2.61842  0.116
C5 1.16831 -1.29605 1.48135  0.006
C6 1.23312 1.17303 2.17705  0.001
C7 -2.96064 -1.00868 -0.63592  0.001
C8 -1.50761 -1.00529 -0.26349  0.048
P1 -1.20356 0.25136 1.06657  0.230
S1 -1.43047 2.06266 0.13213  0.660
H1 2.41670 0.35548 -0.32579  0.029
H2 0.16808 0.94570 -3.21974  0.006
H3 1.71555 1.56000 -3.07788  0.040
H4 0.19117 2.52262 -2.60612  0.008
H5 0.56189 -2.03560 0.93321  0.001
H6 0.99073 -1.30251 2.53968  0.002
H7 2.20227 -1.46311 1.23971  0.003
H8 0.54499 1.07322 3.01415  0.002
H9 1.07954 2.13402 1.78495  0.000
H10 2.26850 1.09478 2.49406  0.001
H11 -3.43447 -0.07195 -0.33085  -0.001
H12 -3.07993 -1.29843 -1.69747  0.000
H13 -3.52825 -1.70786 -0.08671  0.001
H14 -0.94902 -0.61938 -1.08286  0.010
H15 -1.10072 -1.95288 0.07323  0.001

Forces on the atoms, in the same order (eV/Å):
C -1.0 -0.3 1.8
C 0.7 -0.4 0.2
C 0.0 -0.1 -0.5
C 2.0 -2.0 0.3
C -1.1 1.2 -0.8
C -0.8 -1.3 -0.5
C -0.4 -0.1 -0.6
C -0.3 0.5 0.7
P 1.9 0.8 -1.0
S -1.0 -0.2 1.0
H 0.9 0.0 -0.3
H -1.2 -0.9 -1.1
H -0.4 0.9 0.4
H -0.5 2.2 -0.4
H 0.4 0.2 0.5
H 0.1 -0.8 0.6
H 0.6 -0.1 0.1
H 0.3 0.0 0.4
H -0.1 1.5 -0.5
H 0.1 -0.4 -0.1
H 0.0 0.2 -0.9
H -0.2 0.7 0.5
H -0.5 -1.2 0.8
H 0.6 -0.1 -0.6
H -0.2 -0.2 -0.2

Calculated values
- Spin multiplicity: 3
- E_HOMO (alpha / beta): -7.015 / -8.585 eV
- Lowest unoccupied orbital energy (alpha / beta): 0.853 / -2.193 eV
- Energy relative to the best compared isomer or geometry (same formula, charge and spin): 0.0000 eV



Entry 4:
The following is a DFT calculation (wB97M-V/def2-TZVPD) of a single C20H26FN3S2 molecule.

Each line ends with the Mulliken charge.
Atoms and positions in Å:
F1 0.68445 2.19497 1.91519  -0.369
C1 -0.34942 1.60636 2.56615  0.462
C2 -0.76818 2.13374 3.76958  -0.572
C3 -1.83592 1.54233 4.42323  -0.454
C4 -2.45560 0.43517 3.86967  -0.790
C5 -2.01697 -0.09260 2.66873  -0.165
C6 -0.95166 0.48880 1.98924  -0.384
N1 -0.45019 -0.01447 0.78153  0.528
C7 -1.20583 -0.32348 -0.29837  0.470
S1 -2.85213 -0.10158 -0.30391  -0.351
N2 -0.55191 -0.80309 -1.38488  0.284
C8 0.89302 -0.84922 -1.48131  -0.640
C9 1.50535 -1.95646 -0.59976  -1.112
N3 2.02615 -1.41392 0.64833  0.712
C10 3.35380 -0.82591 0.48946  -1.180
C11 3.47991 0.48851 1.26096  -0.436
C12 3.60499 0.32369 2.77259  -0.923
C13 2.50899 -0.53616 3.39864  0.072
C14 2.63633 -2.01140 3.02004  -1.033
C15 1.92561 -2.39736 1.72234  -0.914
C16 -1.29335 -1.19528 -2.57205  -1.658
C17 -1.24944 -0.13399 -3.62062  0.622
C18 -1.99405 1.00139 -3.68886  -0.486
C19 -1.65767 1.81906 -4.79123  -0.517
C20 -0.65834 1.29765 -5.54452  -0.463
S2 -0.10110 -0.20531 -4.92333  -0.114
H1 -0.26713 3.00102 4.16960  0.452
H2 -2.18143 1.94963 5.36060  0.388
H3 -3.28736 -0.02747 4.37810  0.394
H4 -2.50146 -0.95585 2.24336  0.525
H5 0.56148 -0.17681 0.74683  -0.188
H6 1.13535 -1.03188 -2.52915  0.142
H7 1.32197 0.12156 -1.20978  0.517
H8 0.71615 -2.67603 -0.36737  0.494
H9 2.28628 -2.49305 -1.15893  0.375
H10 4.14175 -1.52643 0.79491  0.431
H11 3.50658 -0.60878 -0.57141  0.623
H12 4.36265 1.01837 0.89610  0.395
H13 2.61105 1.10687 1.03678  0.053
H14 4.57596 -0.11912 3.01042  0.364
H15 3.57785 1.31724 3.22466  0.425
H16 2.58871 -0.44700 4.48448  0.381
H17 1.52571 -0.16481 3.11168  -0.269
H18 3.69565 -2.26846 2.95875  0.379
H19 2.20473 -2.63033 3.80941  0.388
H20 2.31911 -3.37564 1.39582  0.397
H21 0.85621 -2.52012 1.92779  0.432
H22 -0.87237 -2.13048 -2.95220  0.429
H23 -2.33099 -1.35908 -2.26632  0.600
H24 -2.76069 1.23701 -2.97290  0.445
H25 -2.14373 2.75226 -5.01244  0.395
H26 -0.20679 1.69538 -6.43148  0.445

Forces on the atoms, in the same order (eV/Å):
F -0.1 -0.1 0.1
C -0.1 -0.2 -0.2
C 0.1 0.0 -0.1
C 0.1 0.1 0.0
C 0.0 -0.1 0.0
C 0.2 0.0 0.1
C -0.1 0.4 0.4
N 0.4 -0.1 -0.4
C -0.1 0.1 -0.2
S -0.8 0.2 0.0
N 0.0 0.0 0.3
C 0.2 -0.3 0.1
C 0.0 0.1 -0.2
N 0.2 -0.1 0.0
C 0.0 0.4 0.0
C 0.3 -0.2 0.1
C -0.3 0.1 -0.1
C 0.3 -0.1 0.1
C -0.2 0.1 -0.1
C 0.0 -0.2 0.2
C -0.2 -0.1 -0.1
C 0.3 -0.1 -0.4
C 0.0 -0.2 0.1
C 0.1 0.1 -0.2
C 0.3 -0.3 0.0
S -0.5 0.3 0.2
H 0.1 0.1 0.0
H 0.0 0.0 0.1
H -0.1 0.0 0.0
H 0.0 0.0 0.0
H 0.0 -0.2 0.1
H 0.0 0.1 0.1
H 0.0 0.0 -0.1
H 0.1 0.0 0.0
H 0.0 0.0 0.1
H 0.0 -0.1 -0.1
H 0.0 -0.1 0.0
H 0.0 0.1 0.0
H 0.0 0.0 -0.1
H 0.1 0.0 0.0
H 0.1 0.0 0.0
H -0.1 0.0 0.0
H -0.1 0.1 0.1
H 0.0 -0.1 0.0
H 0.1 -0.1 0.0
H -0.1 0.0 0.0
H 0.0 -0.1 0.0
H 0.0 0.0 0.1
H 0.3 -0.1 -0.1
H -0.1 0.0 0.2
H -0.1 0.2 -0.1
H 0.0 0.1 -0.2

Calculated values
- E_HOMO: -7.734 eV
- Lowest unoccupied orbital energy: 0.615 eV
- Energy relative to the best compared isomer or geometry (same formula, charge and spin): 0.0000 eV



Question: Which formula does entry 3 have?
Answer: C8H15PS